60
Properties=species:S:1:pos:R:3:forces:R:3 method="wB97M-V/def2-TZVPD" e_above_lowest_ev=3.351 e_homo_ev=-8.22 e_lumo_ha=-0.0149 energy_ha=-1525.59924 smiles="CCOC(=O)N1CCC(Nc2ccc(N3C(=O)[C@H]4CCCC[C@H]4C3=O)cc2[N+](=O)[O-])CC1" multiplicity=1
O -3.5974 0.8231 2.3741 0.111 0.121 0.112
O 0.6127 -4.3056 -0.4505 0.043 -0.149 -0.061
O 4.9442 2.1757 0.9342 -0.064 0.384 -0.038
O 6.0057 0.9922 -0.6684 -0.027 -0.293 -0.021
O -4.4543 -1.3364 -1.5365 -0.018 -0.124 -0.192
O -1.5078 -4.6113 -0.4290 -0.037 -0.128 -0.071
N -3.7354 -0.3677 0.4165 0.331 -0.159 -0.031
N -0.5388 -3.8852 -0.3282 0.027 -0.800 -0.102
N 5.0787 -0.0835 1.0722 0.088 -0.019 -0.094
N 1.6043 -1.9829 0.0932 0.408 -0.505 -0.223
C 2.7677 -1.1944 0.4075 0.044 0.065 0.362
C -4.2340 0.4308 1.4330 -0.422 -0.056 0.133
C -2.3863 -0.7899 0.3509 0.451 -0.168 -0.008
C -0.0448 -0.2826 0.5425 0.072 -0.016 -0.013
C 0.3201 -1.6042 0.2003 -0.211 -0.291 -0.094
C -5.1844 2.6133 -0.4443 -0.147 0.112 0.067
C 3.0410 -1.1522 1.9198 0.071 0.244 -0.259
C -6.6602 0.6826 -1.2344 0.182 -0.094 -0.098
C 5.2822 -1.3448 0.3994 0.043 -0.194 -0.285
C 4.1658 -0.1460 2.1977 -0.117 0.173 0.330
C -5.8592 2.2265 0.8683 0.220 0.024 0.007
C -5.6907 0.7236 1.1289 -0.152 0.212 0.185
C 6.3575 2.2233 -1.2996 0.046 0.494 -0.193
C 5.3026 1.1152 0.4770 0.147 -0.001 0.105
C -5.7907 1.8713 -1.6491 -0.063 -0.027 -0.025
C -0.7462 -2.5142 -0.0398 -0.362 1.273 0.314
C -6.0122 -0.1200 -0.1057 -0.308 -0.063 -0.187
C -2.0776 -2.0920 0.0378 0.041 0.069 0.044
C 7.1088 1.9027 -2.5779 -0.227 -0.111 0.409
C -1.3517 0.1182 0.6081 -0.117 -0.225 -0.088
C -4.6816 -0.7018 -0.5436 -0.326 0.142 0.064
C 3.9891 -1.7849 -0.3123 0.019 0.218 0.071
H -4.1187 2.3864 -0.3664 0.068 0.082 -0.003
H -7.6399 1.0279 -0.9004 -0.030 -0.055 -0.002
H -6.6642 -0.9631 0.1453 0.125 0.015 0.017
H 5.4435 2.7918 -1.5056 0.164 -0.062 0.066
H 2.1399 -0.8600 2.4589 -0.008 -0.050 0.045
H 8.0073 1.3349 -2.3518 0.122 -0.037 -0.037
H -2.8514 -2.8162 -0.1638 0.006 0.031 0.017
H 3.9267 -2.8742 -0.3094 -0.028 -0.070 -0.026
H -1.5882 1.1363 0.8725 0.001 0.087 0.024
H -4.9874 1.5137 -2.2951 -0.033 0.023 -0.081
H 1.7473 -2.9715 -0.1047 -0.124 0.392 0.025
H 2.6110 -0.1685 0.0545 0.045 -0.068 0.005
H -5.4082 2.7763 1.6963 -0.099 -0.008 0.028
H -6.4022 2.5534 -2.2415 0.060 -0.007 -0.059
H 6.1020 -1.2446 -0.3095 -0.048 -0.129 0.139
H 7.3877 2.8258 -3.0771 0.039 0.085 -0.068
H 6.4835 1.3133 -3.2433 -0.031 -0.036 -0.118
H 6.9739 2.8126 -0.6117 -0.129 -0.066 -0.090
H 0.7281 0.4374 0.7523 0.110 0.060 0.028
H 4.7191 -0.4317 3.0988 -0.072 0.073 -0.005
H -6.8093 0.0265 -2.0928 -0.098 0.003 0.036
H 3.9949 -1.4506 -1.3497 -0.014 -0.053 -0.045
H -6.9201 2.4771 0.8338 -0.037 0.002 0.058
H -5.2713 3.6909 -0.5885 0.120 -0.010 0.006
H 5.5668 -2.0760 1.1608 0.035 0.003 -0.069
H -6.2890 0.4443 2.0000 0.124 -0.057 -0.048
H 3.7695 0.8614 2.3424 0.045 -0.170 0.037
H 3.3214 -2.1523 2.2538 -0.059 -0.085 0.000